No. 1
Density functional theory data (ωB97M-V with the def2-TZVPD basis set) for a 7-piece molecular cluster, C37H69F8NO16S overall.

Each line ends with the Mulliken charge.
Geometry (Å):
C: 3.8162 1.6827 4.4282  -1.22
C: 4.4586 0.2542 4.2736  -0.16
C: 3.3233 -0.7215 3.8266  -0.24
N: 3.5788 -1.5329 2.6390  -0.31
C: 3.8021 -0.7341 1.4470  0.22
O: 2.8481 -1.0959 0.4808  -0.36
C: 1.5452 -1.0924 1.0526  0.12
C: 0.4437 -0.8724 0.0099  0.19
O: -0.7477 -1.3484 0.6144  -0.50
C: -1.8218 -1.4106 -0.3391  -0.23
C: 0.2584 0.5879 -0.4568  0.21
F: 1.4642 1.2361 -0.7511  -0.29
C: -0.5438 1.4928 0.5015  -0.02
C: 0.2787 2.0840 1.6920  0.39
S: 5.4956 -1.1218 0.8651  1.35
O: 5.4025 -2.3588 0.1427  -0.73
O: 6.4626 -1.2658 1.9174  -0.67
C: 6.1712 0.1217 -0.3500  0.56
F: 5.6822 -0.1436 -1.5549  -0.24
F: 7.4760 -0.1334 -0.4179  -0.26
C: 6.0216 1.6250 0.0666  0.52
F: 7.2359 2.1868 0.0505  -0.32
F: 5.5604 1.7837 1.3126  -0.19
C: 5.1392 2.4902 -0.8939  0.66
F: 5.8434 2.8627 -1.9438  -0.27
F: 3.9999 1.9336 -1.2097  -0.16
F: 4.8430 3.6154 -0.2296  -0.28
H: 4.6076 2.3764 4.7356  0.48
H: 3.4969 1.9808 3.4200  0.16
H: 2.9794 1.6316 5.1285  0.33
H: 5.2571 0.3701 3.5353  0.07
H: 4.8598 -0.0232 5.2545  0.40
H: 2.3846 -0.1598 3.7582  -0.11
H: 3.1806 -1.4334 4.6530  0.48
H: 4.3098 -2.2205 2.7879  0.42
H: 3.6192 0.3266 1.6831  0.05
H: 1.4169 -0.3197 1.8262  -0.77
H: 1.3144 -2.0464 1.5420  0.38
H: 0.6563 -1.5738 -0.8199  0.22
H: -2.4857 -2.2589 -0.0884  0.16
H: -1.4284 -1.5120 -1.3789  0.24
H: -2.4495 -0.5015 -0.3420  0.08
H: -0.3129 0.5444 -1.3959  0.13
H: -1.4579 1.0159 0.8675  0.04
H: -0.8967 2.3319 -0.1055  0.18
H: 0.0465 1.5267 2.6272  -0.20
H: 1.3667 1.9720 1.5668  -0.25
H: 0.1084 3.1621 1.8562  -0.06
O: -1.5291 4.3156 0.5964  -0.60
C: -1.4784 5.3071 -0.0838  0.79
O: -2.5100 5.6077 -0.8917  -0.37
C: -2.6221 6.8341 -1.6195  -0.42
C: -1.8490 6.7793 -2.9212  -0.98
C: -0.2397 6.1698 -0.1049  -0.95
H: -2.3337 7.6824 -0.9958  0.36
H: -3.6833 6.9546 -1.8341  0.32
H: -0.7815 6.6381 -2.7502  0.28
H: -1.9877 7.7004 -3.4887  0.36
H: -2.1881 5.9376 -3.5258  0.31
H: 0.4986 5.7106 -0.7616  0.28
H: 0.1640 6.2170 0.9054  0.19
H: -0.4165 7.1956 -0.4206  0.38
O: 0.9576 4.0706 3.2296  -0.40
C: 0.3660 4.9565 3.7869  0.56
O: 0.9911 5.6614 4.7532  -0.41
C: 0.4434 6.8292 5.3676  -0.39
C: -0.5079 6.4710 6.4912  -0.98
C: -1.0837 5.2390 3.4832  -0.16
H: -0.0161 7.4807 4.6215  0.33
H: 1.2935 7.3759 5.7746  0.32
H: -1.3646 5.9033 6.1274  0.27
H: -0.8759 7.3717 6.9846  0.36
H: -0.0022 5.8463 7.2282  0.31
H: -1.7064 4.5219 4.0176  0.28
H: -1.2264 5.1151 2.4098  -0.60
H: -1.4032 6.2499 3.7313  0.39
O: -1.7242 -0.9889 -3.0018  -0.59
C: -1.2734 -1.2656 -4.0869  0.73
O: -2.1053 -1.5503 -5.0961  -0.36
C: -1.6747 -1.7359 -6.4517  -0.57
C: -1.1784 -3.1500 -6.6805  -0.59
C: 0.2168 -1.3772 -4.2943  -0.85
H: -0.9378 -0.9797 -6.7307  0.40
H: -2.5530 -1.5522 -7.0701  0.33
H: -0.3147 -3.3737 -6.0632  -0.03
H: -0.9021 -3.2948 -7.7255  0.33
H: -1.9495 -3.8656 -6.4187  0.33
H: 0.5520 -2.3494 -3.9327  0.18
H: 0.7035 -0.5934 -3.7148  0.24
H: 0.5330 -1.2475 -5.3262  0.39
O: -0.2029 -0.0215 4.5148  -0.53
C: -1.3763 -0.0517 4.7661  0.58
O: -1.8013 0.3113 5.9948  -0.39
C: -3.1783 0.4633 6.3435  -0.38
C: -3.8084 -0.8649 6.7096  -0.98
C: -2.3700 -0.5671 3.7537  0.01
H: -3.7235 0.9812 5.5522  0.34
H: -3.1929 1.1217 7.2121  0.35
H: -3.7948 -1.5611 5.8707  0.28
H: -4.8437 -0.7251 7.0242  0.35
H: -3.2529 -1.3346 7.5222  0.30
H: -2.3636 -1.6565 3.7733  0.28
H: -2.0593 -0.2290 2.7661  -0.56
H: -3.3865 -0.2093 3.9041  0.38
O: -3.9463 -3.1372 0.4514  -0.68
C: -4.5137 -3.7503 -0.4145  0.95
O: -5.6359 -3.2441 -0.9534  -0.36
C: -6.2944 -3.8026 -2.0934  -0.38
C: -7.2096 -4.9449 -1.7013  -0.98
C: -4.0275 -5.1113 -0.8481  -1.09
H: -5.5695 -4.0888 -2.8573  0.33
H: -6.8874 -2.9936 -2.5179  0.33
H: -6.6552 -5.7693 -1.2518  0.28
H: -7.7440 -5.3245 -2.5731  0.36
H: -7.9361 -4.6091 -0.9605  0.30
H: -4.3750 -5.8557 -0.1323  0.28
H: -2.9388 -5.0990 -0.8515  0.31
H: -4.3413 -5.3986 -1.8489  0.38
O: -0.6906 -5.6547 -6.0221  -0.52
C: 0.4480 -6.0414 -5.9934  0.85
O: 1.3335 -5.5407 -6.8736  -0.35
C: 2.7410 -5.8042 -6.8281  -0.44
C: 3.0814 -7.1170 -7.5026  -1.00
C: 0.8798 -7.1322 -5.0431  -1.17
H: 3.1118 -5.7504 -5.8033  0.37
H: 3.2127 -4.9860 -7.3709  0.34
H: 2.6102 -7.9622 -7.0002  0.28
H: 4.1601 -7.2770 -7.5066  0.36
H: 2.7206 -7.1173 -8.5317  0.31
H: 0.5929 -8.0972 -5.4597  0.29
H: 0.3645 -6.9840 -4.0961  0.30
H: 1.9446 -7.1365 -4.8230  0.39

F_max   2.9 eV Å⁻¹
Kohn-Sham gap   9.11 eV
HOMO   -0.318 Eh
Charge   0
SMILES string   CCCN[C@H](OC[C@@H](OC)[C@H](F)CC)S(=O)(=O)C(F)(F)C(F)(F)C(F)(F)F.CCOC(C)=O.CCOC(C)=O.CCOC(C)=O.CCOC(C)=O.CCOC(C)=O.CCOC(C)=O
E_LUMO   0.46 eV
Molecular weight   968.0 g mol⁻¹


No. 2
Density functional theory data (ωB97M-V with the def2-TZVPD basis set) for C37H72F3O35Rb as an isolated structure.

Each line ends with the Mulliken charge.
Geometry (Å):
Rb: 1.3845 3.4942 -3.1734  0.91
C: -0.0015 1.6235 0.1238  0.77
O: -0.7982 0.6043 -0.5121  0.59
O: 0.1198 2.5709 -0.7190  -0.94
C: -0.4920 2.0665 1.5053  0.25
F: 0.5921 2.5513 2.1923  -0.34
F: -1.4105 3.0526 1.5426  -0.33
F: -0.9838 1.0498 2.2646  -0.14
C: -0.7983 -0.6771 0.0526  0.56
C: -1.5929 -1.6160 -0.8308  -0.97
H: -1.5039 -2.6683 -0.5552  0.38
H: -2.6774 -1.4569 -0.8033  -0.18
H: -1.2740 -1.4582 -1.8679  -0.06
H: -1.2788 -0.6776 1.0247  0.27
H: 0.2206 -1.0822 0.0989  -0.40
H: 0.9797 1.1433 0.3341  -0.56
C: -1.6401 -4.1634 2.2264  0.36
O: -0.6280 -5.1856 2.1358  -0.41
C: 0.4985 -4.8975 1.5662  0.67
O: 0.9084 -3.8026 1.3049  -0.24
O: 1.1082 -6.0401 1.3809  -0.40
C: 2.4487 -6.0694 0.9255  -0.21
H: -1.4195 -3.5729 3.1174  0.24
H: -2.6283 -4.5885 2.3548  0.20
H: -1.6096 -3.5234 1.3485  -0.48
H: 2.9601 -5.2292 1.3983  0.24
H: 2.5527 -5.9607 -0.1495  -0.17
H: 2.8881 -7.0237 1.1856  0.31
C: 1.7517 -0.3010 -2.9365  -0.13
O: 2.7768 -0.3337 -1.9896  -0.08
C: 3.5192 0.7481 -1.8611  0.82
O: 3.4787 1.6987 -2.5654  -0.81
O: 4.1619 0.6119 -0.7439  -0.15
C: 4.8678 1.7558 -0.2174  -0.84
H: 2.0927 -0.4251 -3.9618  0.49
H: 1.1776 0.6280 -2.9247  -0.34
H: 1.0075 -1.0540 -2.6921  0.03
H: 5.3328 2.3924 -0.9729  0.40
H: 5.5964 1.4045 0.4976  0.40
H: 4.0921 2.3671 0.2371  0.03
C: 6.9423 -0.3464 4.1156  -0.73
O: 5.5435 -0.2156 3.8923  -0.31
C: 5.0705 -0.5629 2.7082  0.75
O: 5.7205 -0.8148 1.7370  -0.59
O: 3.7536 -0.4244 2.7619  -0.05
C: 2.9830 -1.3166 1.9375  -0.24
H: 7.1048 -0.7877 5.0903  0.26
H: 7.4400 0.6218 4.0488  0.26
H: 7.3601 -0.9601 3.3127  0.34
H: 1.9351 -1.0992 2.1150  -0.14
H: 3.2243 -2.3374 2.2100  0.41
H: 3.1550 -1.0665 0.8886  0.04
C: -6.7183 1.0792 -2.4685  -0.74
O: -5.9411 0.3518 -1.5105  -0.22
C: -5.1370 1.0244 -0.7277  0.64
O: -4.9784 2.1837 -0.7528  -0.61
O: -4.5993 0.1918 0.1106  -0.04
C: -3.6872 0.7789 1.0853  -0.64
H: -6.7841 0.3727 -3.2935  0.16
H: -6.2396 1.9920 -2.8107  0.33
H: -7.7012 1.2739 -2.0490  0.30
H: -4.3065 1.2537 1.8517  0.52
H: -3.0015 1.4476 0.5898  0.28
H: -3.2821 -0.0994 1.5779  0.03
C: 0.6438 0.3982 4.7417  -0.50
O: 0.9368 -0.3416 5.8998  -0.35
C: 0.1905 -1.4136 6.1021  0.78
O: -0.6391 -1.8013 5.3796  -0.50
O: 0.5153 -1.9205 7.2811  -0.38
C: -0.0301 -3.2269 7.5523  -0.62
H: -0.4276 0.4038 4.5387  0.39
H: 1.1401 0.0291 3.8480  0.11
H: 0.8775 1.4573 4.8367  0.21
H: -0.9952 -3.0926 8.0418  0.28
H: 0.6814 -3.7287 8.1959  0.24
H: -0.2095 -3.8025 6.6481  0.28
C: 2.1671 -6.5126 -4.7336  -0.75
O: 1.5186 -5.9350 -3.6252  -0.32
C: 2.3837 -5.4580 -2.7138  0.55
O: 3.4680 -5.9065 -2.5662  -0.54
O: 1.8590 -4.4184 -2.0642  -0.07
C: 2.7496 -3.5221 -1.3913  -0.13
H: 1.4481 -7.0767 -5.3277  0.25
H: 2.8872 -7.2631 -4.4132  0.31
H: 2.6008 -5.7327 -5.3532  0.31
H: 3.2676 -4.0039 -0.5652  0.26
H: 2.1804 -2.7198 -0.9494  -0.36
H: 3.5437 -3.2277 -2.0721  0.45
C: -2.3799 1.3547 -3.2472  0.01
O: -2.3687 1.3994 -4.6681  -0.27
C: -1.2413 1.5047 -5.2655  0.83
O: -0.1767 1.3693 -4.7679  -0.46
O: -1.4638 1.8046 -6.5150  -0.37
C: -0.3195 2.1999 -7.2725  -0.68
H: -1.4038 1.2394 -2.7872  -0.07
H: -3.0229 0.5133 -2.9702  0.02
H: -2.8811 2.2197 -2.8055  0.27
H: 0.4683 1.4576 -7.4270  0.28
H: 0.1580 3.0668 -6.8026  0.27
H: -0.6831 2.4611 -8.2632  0.26
C: 0.3337 9.3169 1.4061  -0.69
O: -0.0812 8.0857 1.9740  -0.31
C: 0.7247 7.5378 2.8721  0.87
O: 1.6941 8.0501 3.3178  -0.57
O: 0.2561 6.3490 3.2043  -0.31
C: 1.1865 5.4048 3.7234  -0.18
H: 0.8009 9.9500 2.1624  0.32
H: -0.5899 9.7919 1.0905  0.24
H: 1.0380 9.1982 0.5865  0.27
H: 1.2499 5.5091 4.8066  0.37
H: 2.1693 5.6016 3.3021  0.25
H: 0.8066 4.4245 3.4842  -0.19
C: -2.6925 -3.5845 -4.4028  -0.63
O: -3.7319 -2.6062 -4.4141  -0.30
C: -3.7125 -1.5941 -5.2457  0.92
O: -2.9374 -1.4516 -6.1531  -0.61
O: -4.6941 -0.7448 -4.9200  -0.21
C: -5.0153 0.3248 -5.7825  -0.82
H: -3.0661 -4.5068 -3.9725  0.26
H: -1.8893 -3.2824 -3.7118  0.16
H: -2.2399 -3.6456 -5.3943  0.35
H: -4.2768 0.5133 -6.5596  0.38
H: -4.9533 1.2196 -5.1642  0.20
H: -5.9912 0.2459 -6.2524  0.33
C: 2.5573 4.2456 0.9126  -0.66
O: 3.8117 4.6631 1.4057  -0.37
C: 4.5802 5.3008 0.5397  0.87
O: 4.2959 5.6044 -0.5706  -0.59
O: 5.7157 5.5949 1.1583  -0.36
C: 6.7736 6.1574 0.3666  -0.69
H: 2.0950 3.4816 1.5213  0.08
H: 2.6303 3.8111 -0.0887  0.44
H: 1.8919 5.1029 0.8022  0.60
H: 6.3843 6.8842 -0.3459  0.32
H: 7.3307 5.3554 -0.1241  0.27
H: 7.4571 6.6620 1.0455  0.25
C: -5.3573 -3.7169 -0.1979  -0.32
O: -6.2920 -3.1825 0.7167  -0.37
C: -5.8652 -2.7862 1.9049  0.86
O: -4.7330 -2.7330 2.2311  -0.41
O: -6.9119 -2.5133 2.6468  -0.38
C: -6.6583 -2.2182 4.0271  -0.66
H: -4.3464 -3.3964 0.0605  -0.04
H: -5.5885 -3.3415 -1.1885  0.23
H: -5.3778 -4.8054 -0.1588  0.34
H: -7.5740 -1.8094 4.4360  0.23
H: -5.8003 -1.5663 4.1488  0.27
H: -6.4866 -3.1722 4.5329  0.29

F_max   3.7 eV Å⁻¹
Kohn-Sham gap   7.39 eV
HOMO   -0.287 Eh
Charge   0
E_LUMO   -0.42 eV
Molecular weight   1219.4 g mol⁻¹


| no. | E_tot (Eh) |
| --- | --- |
| 1 | -3906.7997 |
| 2 | -4410.1461 |